The following is a quantum chemistry calculation of the molecule C2H7ClNOP at a distorted geometry, from the OMol25 dataset.

```
! wB97M-V def2-TZVPD RIJCOSX def2/J DEFGRID3
* xyz 0 1
Cl 2.5229 -0.6779 -0.2435
P 0.6710 0.0461 0.1479
O 0.7646 0.2448 1.7454
N -0.5236 -0.7487 -0.5433
C 0.8297 1.6562 -0.6724
C -1.2638 -1.8040 0.0489
H -0.9023 -2.8569 -0.1879
H -2.3615 -1.8037 -0.3714
H 0.7089 1.5683 -1.7331
H 1.7071 2.2805 -0.7564
H 1.6256 0.4447 1.8707
H 0.1447 2.4324 -0.2992
H -1.3751 -1.5508 1.1119
*
```

## Properties
Calculated total energy (Ha): -1011.94955
Energy relative to the best compared isomer or geometry (same formula, charge and spin) (kJ/mol): 155.4
HOMO level (eV): -8.8
Max |F| (eV/A): 5.060
Gap between HOMO and LUMO (eV): 9.35
SMILES: CN=[P@@](C)(O)Cl

Löwdin charges, unit e, in atom order: Cl 0.34; P 0.29; O -0.17; N -0.28; C -0.24; C -0.27; H 0.08; H 0.09; H 0.04; H 0.04; H -0.03; H 0.06; H 0.05

***

The following is a quantum chemistry calculation of a cluster of 2 separate species, C2H6IN2O in total at a distorted geometry, from the OMol25 dataset.

```
! wB97M-V def2-TZVPD RIJCOSX def2/J DEFGRID3
* xyz 1 1
I 1.3351 4.1074 1.2618
O -0.7990 0.1102 0.0971
N 1.4522 -0.0448 0.0912
N 0.0251 2.7518 1.5244
C 0.3364 0.5683 0.2825
C -1.1441 -1.3612 -0.2717
H -0.7704 3.0051 0.9129
H -2.1438 -1.1293 -0.4263
H -0.4683 -1.7195 -1.1768
H -0.9219 -1.9943 0.5534
H 2.3351 0.2932 0.4456
H 1.4715 -1.0051 -0.0358
*
```

## Properties
Calculated total energy (Ha): -561.80598
Energy relative to the best compared isomer or geometry (same formula, charge and spin) (kJ/mol): 460.7
HOMO level (spin up / spin down) (eV): -13.1 / -13.2
Max |F| (eV/A): 3.825
Gap between HOMO and LUMO (spin up / spin down) (eV): 6.93 / 7.81

Löwdin charges, unit e, in atom order: I 0.92; O 0.00; N 0.23; N -0.59; C -0.18; C 0.11; H -0.06; H 0.08; H 0.15; H 0.09; H 0.15; H 0.10